No. 1
Computed, not measured: one molecule with the formula C8H15N, with ωB97M-V with the def2-TZVPD basis set.

lowest unoccupied orbital energy: 0.972 eV
total energy: -368.5267 hartree
orbital gap: 9.236 eV
largest force on an atom: 2.0 eV Å⁻¹
relative energy (zero: lowest compared OMol25 entry of this formula, charge and spin): 1.2540 eV

Structure (XYZ):
```
24
C8H15N, DFT ωB97M-V with the def2-TZVPD basis set
C -1.41461 -0.29392 -0.98836
C -1.03505 0.74934 -2.01146
C -2.16514 -1.47300 -1.53232
C 1.56492 -0.80590 0.06965
C 1.66591 0.05170 2.45780
C 1.02309 0.22945 1.10187
C -0.45609 0.54655 1.04756
C 0.65324 1.59530 0.63743
N -1.29097 -0.23535 0.27162
H -0.92413 0.74398 2.00977
H -1.60110 0.60733 -2.92711
H 0.02357 0.68236 -2.25353
H -1.21895 1.74745 -1.62579
H -2.35239 -2.19520 -0.74402
H -1.58732 -1.93754 -2.33045
H -3.11983 -1.15519 -1.95188
H 2.65616 -0.70607 0.05046
H 1.30314 -1.81971 0.37599
H 1.19488 -0.62167 -0.94083
H 1.24638 0.73543 3.18905
H 1.51309 -0.96407 2.81748
H 2.73629 0.24210 2.38977
H 0.83851 2.43411 1.29634
H 0.74640 1.84253 -0.40904
```

***

No. 2
Computed, not measured: C8H15N as an isolated structure, with ωB97M-V with the def2-TZVPD basis set.

lowest unoccupied orbital energy: 0.960 eV
total energy: -368.2261 hartree
orbital gap: 8.880 eV
largest force on an atom: 5.8 eV Å⁻¹
relative energy (zero: lowest compared OMol25 entry of this formula, charge and spin): 9.4316 eV

Structure (XYZ):
```
24
C8H15N, DFT ωB97M-V with the def2-TZVPD basis set
C -1.48757 -0.73934 2.32155
C -0.83952 0.01601 1.04632
C -0.92776 -0.77715 -0.29881
C 0.50473 -1.20613 -1.15399
C 1.12605 -0.06607 -1.88832
C 1.67415 1.26863 -0.98675
C 0.48332 1.24338 -0.01058
C -0.69330 1.49507 0.79126
H -0.91035 -1.78004 2.35354
H -2.55038 -0.96519 2.08714
H -1.78572 -0.20912 3.52477
H -1.53523 -0.38851 -1.06991
H -1.69975 -1.75348 -0.49830
H 0.33357 -1.89756 -2.05825
H 1.29989 -1.92828 -0.59546
H 0.37616 0.21705 -2.66147
H 1.95079 -0.54288 -2.58909
H 2.40595 1.07946 -0.30414
H 1.93599 2.20895 -1.56301
H -0.03300 0.60294 -0.68617
H -1.40669 1.97863 0.19125
H -0.41182 2.11545 1.58064
H 1.53148 -0.30977 1.31261
N 0.65901 0.33797 1.15518
```

***

No. 3
Computed, not measured: an isolated ion of composition C8H15N2 and charge +1, with ωB97M-V with the def2-TZVPD basis set.

lowest unoccupied orbital energy (alpha / beta): -4.171 / -3.677 eV
total energy: -422.8218 hartree
net charge: +1
orbital gap (alpha / beta): 6.959 / 8.659 eV
largest force on an atom: 4.6 eV Å⁻¹
relative energy (zero: lowest compared OMol25 entry of this formula, charge and spin): 7.4164 eV

Structure (XYZ):
```
25
C8H15N2, DFT ωB97M-V with the def2-TZVPD basis set
C -0.78616 1.94568 0.28597
C -0.70571 0.71280 1.21459
C 0.38851 0.77198 -1.77511
C 1.40058 -0.36621 0.11362
C -0.67673 1.65235 -1.21370
C -1.03335 -1.00994 -0.61542
C -0.14348 -0.39466 0.38797
C -0.57215 -2.84790 1.20338
N -0.78947 -1.69664 0.52814
N 1.67221 0.83205 -0.72426
H -1.69228 2.53436 0.27991
H -0.02215 2.70627 0.62870
H -0.02293 1.03399 1.99264
H -1.63397 0.26163 1.65948
H -0.01120 -0.40633 -1.73974
H 0.66330 0.83203 -2.80611
H 2.06022 -0.32212 1.04887
H 1.67093 -1.23896 -0.50490
H -0.71855 2.55850 -1.84246
H -1.85193 -0.47945 -0.89872
H -1.03253 -2.81616 2.11102
H -0.88430 -3.76389 0.75264
H 0.45292 -2.95106 1.42952
H 2.54791 0.78527 -1.34065
H 1.72031 1.66640 -0.17538
```

***

No. 4
Computed, not measured: an isolated ion of composition C8H15N2 and charge +1, with ωB97M-V with the def2-TZVPD basis set.

lowest unoccupied orbital energy: -3.173 eV
total energy: -422.9803 hartree
net charge: +1
orbital gap: 10.689 eV
largest force on an atom: 5.1 eV Å⁻¹
relative energy (zero: lowest compared OMol25 entry of this formula, charge and spin): 3.1020 eV

Structure (XYZ):
```
25
C8H15N2, DFT ωB97M-V with the def2-TZVPD basis set
C 0.19972 -1.21280 0.47436
C 1.71105 0.68404 0.00205
C -0.60600 -2.11257 1.01759
C 1.13120 -1.59346 -0.69562
C 2.25662 -0.52827 -0.64497
C 0.24746 0.42788 0.31653
C -0.34719 1.05517 1.54395
C -1.94268 0.64492 -0.87186
N 2.49487 1.66545 0.12069
N -0.48170 0.87570 -0.88337
H -1.44308 -1.86978 1.66573
H -0.38572 -3.22283 0.97080
H 1.29836 -2.68630 -0.58118
H 0.61132 -1.52684 -1.70583
H 2.64703 -0.55110 -1.64150
H 2.98292 -1.02598 0.16438
H -0.26998 2.06998 1.60591
H 0.08818 0.72784 2.53774
H -1.46664 1.01472 1.63219
H -2.13451 -0.39374 -0.84708
H -2.34274 0.91451 -0.00530
H -2.52535 1.01919 -1.62670
H 2.06862 2.45641 0.62225
H -0.32710 1.84811 -0.98280
H 0.04116 0.40121 -1.56370
```

***

No. 5
Computed, not measured: an isolated ion of composition C8H15N2O and charge +1, with ωB97M-V with the def2-TZVPD basis set.

lowest unoccupied orbital energy: -3.139 eV
total energy: -498.1953 hartree
net charge: +1
orbital gap: 9.354 eV
largest force on an atom: 5.1 eV Å⁻¹
relative energy (zero: lowest compared OMol25 entry of this formula, charge and spin): 4.7070 eV

Structure (XYZ):
```
26
C8H15N2O, DFT ωB97M-V with the def2-TZVPD basis set
C -1.82129 -0.92302 0.11336
C 0.93191 0.58201 0.87552
C 0.33512 -1.33863 0.08974
C 0.15138 0.07624 -0.37261
C 0.10762 1.46980 1.77368
C 0.82224 -2.38464 -0.70881
C 0.80348 0.52279 -1.66325
C -2.07200 1.24289 -0.71227
N -1.28885 0.17144 -0.30109
N 1.11332 -0.82368 1.32039
O -2.81734 -1.46633 0.38924
H 1.90349 1.15733 0.72049
H 0.86546 1.56002 2.74871
H -0.84479 1.09676 2.04346
H -0.09720 2.50481 1.50079
H 0.33947 -2.25856 -1.68723
H 0.47455 -3.41148 -0.52753
H 1.88018 -2.44098 -0.90378
H 1.22095 -0.33053 -2.21599
H 1.60724 1.24421 -1.31115
H 0.21594 1.15038 -2.43111
H -1.49944 2.20438 -0.39757
H -2.03215 1.42191 -1.71941
H -3.04942 1.29328 -0.20200
H 2.12319 -1.10154 1.42024
H 0.62695 -1.21885 2.15818
```

***

No. 6
Computed, not measured: C8H15N2O as an isolated structure, with ωB97M-V with the def2-TZVPD basis set.

lowest unoccupied orbital energy: -2.944 eV
total energy: -498.2434 hartree
net charge: +1
orbital gap: 10.406 eV
largest force on an atom: 4.4 eV Å⁻¹
relative energy (zero: lowest compared OMol25 entry of this formula, charge and spin): 3.3964 eV

Structure (XYZ):
```
26
C8H15N2O, DFT ωB97M-V with the def2-TZVPD basis set
C 0.26957 1.58336 1.71794
C 0.71758 -1.83431 0.41960
C -0.58376 -2.28690 -0.10275
C 1.11408 1.53208 -0.31018
C -0.00479 -0.97332 -0.61612
C -0.50380 0.38543 -0.21584
C 0.60952 -1.11983 -1.93167
C -1.58644 0.88497 -1.19163
N -0.59471 0.67896 1.21391
N 0.19766 1.96862 2.95883
O 1.21488 2.14580 0.99553
H 1.00036 -1.53693 1.37884
H 1.41925 -2.57337 0.05944
H -0.78377 -3.14763 -0.83069
H -1.40650 -2.29022 0.67089
H 1.89502 0.76314 -0.54552
H 1.07618 2.22246 -1.14329
H 1.08925 -0.20705 -2.22014
H -0.16168 -1.54448 -2.63849
H 1.41471 -1.88061 -1.83358
H -1.10137 0.85482 -2.13382
H -1.92552 1.92125 -0.91390
H -2.48448 0.25398 -1.17908
H -1.20355 0.03136 1.66228
H -0.44163 1.45509 3.61355
H 0.76394 2.71333 3.11587
```